[1]
Molecular formula: C17H25BN2O4
Method: DFT, ωB97M-V with the def2-TZVPD basis set

Summary:
- structure (SMILES) = C=CC(=O)N(C)CC(=O)N[C@@H](Cc1ccc(C)c(C)c1C)B(O)O
- relative energy (zero: lowest compared OMol25 entry of this formula, charge and spin) (kcal/mol) = 40.23
- highest occupied orbital energy (eV) = -8.415
- total charge = 0

The geometry in XYZ format:
```
49
Properties=species:S:1:pos:R:3:forces:R:3:nbo_charge:R:1
O 0.44732 -3.62248 -2.69181 -0.9285 -1.5529 -0.0186 -0.62
O 2.89475 0.41948 -0.22456 0.6070 -0.5889 -0.7817 -0.65
O -0.83541 -2.66615 0.83963 1.0424 0.1832 -0.0903 -0.92
O -0.19627 -2.30408 3.14480 1.4213 1.0658 -1.5057 -0.91
B -0.00954 -2.01585 1.76155 -2.4445 -1.3401 1.4179 1.16
C 1.33291 -2.87361 -2.36525 -0.7428 0.8941 -1.1850 0.62
C 2.05757 -0.25968 -0.80286 0.4587 -0.6342 0.8806 0.70
C 2.72445 -4.67109 -1.44347 -1.7190 -0.3034 -0.9494 -0.27
C 2.54425 -3.38859 -1.71590 1.4708 0.9335 1.0216 -0.33
C -2.58957 1.45413 2.30127 0.7318 -0.2682 1.8043 -0.22
C -1.36710 0.78899 2.51164 -1.7680 0.4915 0.8907 -0.20
C -2.67907 2.50106 1.41446 -0.6499 -0.6165 -0.0434 -0.01
C -1.56926 2.77569 0.62421 -2.0908 1.7443 -0.3486 -0.01
C -0.44652 2.02672 0.72316 1.9913 -1.7481 1.8695 -0.02
C -0.26628 1.09169 1.76919 -1.1872 -0.9744 -0.1462 -0.02
N 1.15828 -1.53797 -2.67590 -0.4710 -0.2172 0.1333 -0.44
N 1.07516 -0.90388 -0.09734 0.1777 0.1876 -3.0552 -0.62
C -3.96621 3.24355 1.25355 -0.2362 1.8350 -1.1946 -0.63
C -1.65921 4.02806 -0.22236 0.0313 -1.0483 -0.6882 -0.63
C 0.75467 2.13244 -0.06806 1.3007 2.4507 -3.0359 -0.66
C -0.17670 -1.10589 -3.20427 0.6042 -0.5502 -1.1151 -0.43
C 2.10237 -0.51617 -2.31130 -1.2241 -0.0798 0.7718 -0.32
C 0.97043 0.30104 2.05901 1.4064 0.3419 -1.0662 -0.42
C 1.09998 -1.00632 1.29226 -2.2278 -0.9690 1.4788 -0.40
H -1.13666 -3.56300 1.03434 -0.0495 0.4078 0.1423 0.50
H -0.75196 -3.03295 3.39693 -0.4228 -0.3046 -0.1976 0.49
H 3.57662 -5.00231 -0.95525 1.6011 -0.3663 0.8983 0.19
H 2.02456 -5.47197 -1.70712 0.0043 0.6180 -0.0952 0.21
H 3.32884 -2.69756 -1.34002 -0.6358 -0.3174 -0.4818 0.22
H -3.29117 1.27487 3.13219 -0.3471 0.1466 -0.9790 0.20
H -1.36988 0.14005 3.38562 0.4544 -0.1747 -0.3198 0.21
H 0.51288 -1.60399 -0.58097 0.1226 0.6307 0.1363 0.43
H -4.63358 2.81889 0.48677 0.2197 -0.3204 0.3506 0.22
H -4.49192 3.30521 2.18580 -0.4212 -0.0552 0.4586 0.22
H -3.84513 4.31106 0.85424 -0.1194 -1.5232 1.0352 0.21
H -0.74950 4.51124 -0.08733 1.6482 1.4365 0.4298 0.22
H -2.48445 4.73323 -0.10858 0.3492 -0.4844 0.3023 0.22
H -1.60116 3.78530 -1.26157 -0.2816 -0.3267 -1.0025 0.21
H 1.68917 1.69290 0.27244 -1.0124 0.0363 0.0509 0.27
H 0.58313 1.85551 -1.14277 0.1049 -0.2520 0.7601 0.20
H 1.07007 3.17047 -0.22434 -0.2363 0.4235 0.1429 0.21
H -0.59651 -0.21983 -2.74098 0.6806 0.4741 0.2514 0.21
H -0.99021 -1.83455 -3.08343 0.8713 -0.2593 -0.0059 0.25
H -0.00791 -0.94547 -4.29572 -0.5457 0.1036 0.7136 0.20
H 1.87422 0.35244 -2.89090 -0.5117 0.9424 0.0225 0.24
H 3.10179 -0.68160 -2.63119 1.0338 -0.7639 0.0841 0.24
H 1.83761 0.86891 1.78282 0.4708 0.3614 0.3132 0.23
H 1.08955 0.05732 3.08161 -0.2878 -0.0576 1.2453 0.23
H 1.86057 -1.71525 1.56573 1.7562 0.3886 0.6998 0.22
```
Positions in Å, forces in eV/Å.

***

[2]
Molecular formula: C17H25Br36FNOP
Method: DFT, ωB97M-V with the def2-TZVPD basis set

Summary:
- relative energy (zero: lowest compared OMol25 entry of this formula, charge and spin) (kcal/mol) = 0.00
- highest occupied orbital energy (eV) = -8.272
- total charge = 0

The geometry in XYZ format:
```
82
Properties=species:S:1:pos:R:3:forces:R:3:mulliken_charge:R:1
C 2.18679 4.93088 -3.19879 -0.2709 -0.3113 0.4860 -0.84
C 0.66917 4.64798 -3.10174 0.3815 0.3069 -0.1345 -0.23
C 0.15513 3.47450 -3.93659 -0.5157 0.6726 0.0533 -0.68
O 0.00000 2.24444 -3.21101 0.4100 -0.3204 -0.7642 -0.18
P 1.34487 1.75788 -2.41527 0.4255 0.4422 0.9992 -0.05
N 2.45228 1.22951 -3.61950 -0.2640 -0.1482 -0.0292 -0.62
C 0.78632 0.11272 -1.73688 0.1678 0.2887 -0.1701 0.42
C 1.69766 -0.16490 -0.55619 -0.2958 -0.3549 -0.1455 -1.06
F -0.54904 0.20386 -1.31583 0.0640 -0.0686 0.0341 -0.25
H 2.38900 5.93416 -3.56783 0.0651 -0.0443 -0.1268 0.38
H 2.63576 4.83852 -2.20946 0.1305 0.0572 -0.0508 0.15
H 2.68230 4.19129 -3.82848 0.0754 0.1452 -0.1411 0.27
H 0.13530 5.54002 -3.43819 -0.0796 -0.0549 -0.0387 0.13
H 0.38771 4.50580 -2.05817 -0.1282 -0.1057 -0.0338 0.34
H 0.76125 3.35505 -4.84110 0.1633 -0.2584 0.1341 0.32
H -0.83869 3.74309 -4.28294 -0.1286 -0.2914 -0.0167 0.37
H 2.25460 1.53462 -4.56343 -0.0114 -0.2283 -0.0625 0.26
H 3.39870 1.47418 -3.36344 0.0026 0.2007 -0.1688 0.24
H 0.88186 -0.69162 -2.47048 -0.2602 0.0668 -0.1046 0.20
H 1.43812 -1.13650 -0.14689 0.2385 0.0300 0.1184 0.10
H 1.59073 0.59118 0.22038 0.0805 0.0879 -0.0629 0.39
H 2.72903 -0.21011 -0.91243 0.0466 0.1152 0.0822 0.40
C 6.16055 5.02042 -0.39985 0.0049 0.0762 -0.0135 -0.39
Br 5.31536 3.33874 -0.78382 -0.0571 -0.0463 0.0054 0.04
Br 7.99081 4.77655 0.13979 -0.0620 -0.0605 -0.0172 0.04
Br 6.00372 6.24277 -1.87625 -0.0015 0.0025 -0.0105 -0.03
H 5.63385 5.45825 0.43559 -0.0029 -0.0021 0.0020 0.39
C 0.00772 -4.20267 0.72010 -0.1503 -0.0353 0.0870 0.36
Br -0.72455 -2.52338 0.15715 -0.2932 -0.1926 -0.0678 0.03
Br 1.24100 -4.93254 -0.55710 0.0593 0.0325 -0.0204 -0.05
Br 0.79647 -4.02493 2.46705 0.0710 -0.0581 0.0063 0.07
H -0.80743 -4.90800 0.80547 0.0024 0.0049 0.0084 -0.39
C -3.50439 1.63863 -3.06719 0.1857 -0.0896 -0.0976 -0.11
Br -4.57667 1.39000 -4.64836 -0.0366 -0.0429 -0.0219 -0.04
Br -3.16205 3.49753 -2.75839 -0.0328 -0.0718 0.2365 -0.01
Br -4.31204 0.78390 -1.54836 -0.0594 -0.0337 0.1332 0.02
H -2.55228 1.15305 -3.23941 0.0343 0.0474 0.0436 0.15
C -2.25449 -1.45904 3.85058 0.0608 -0.0634 -0.0805 0.22
Br -3.06510 -0.51273 2.38591 -0.0490 0.0836 -0.0263 0.03
Br -1.06922 -0.32816 4.85641 -0.0063 -0.0101 0.0123 0.01
Br -3.59570 -2.27579 4.95626 0.0965 0.0072 0.0403 -0.03
H -1.65383 -2.25558 3.42946 0.0184 0.0210 -0.0335 -0.24
C -6.90663 -1.99422 -2.76600 0.0614 0.0392 0.0452 0.05
Br -7.26628 -2.19352 -4.64202 -0.0117 -0.0141 0.0004 -0.04
Br -8.23889 -0.91499 -1.89680 -0.0552 0.0894 -0.1343 -0.05
Br -6.72228 -3.68915 -1.88106 0.0545 -0.0887 -0.0344 0.04
H -5.96224 -1.47467 -2.67349 -0.0092 0.0212 0.0023 -0.02
C 3.94793 -5.20024 4.73599 -0.0158 -0.0297 -0.0611 -0.34
Br 2.99553 -6.65841 5.54591 -0.0023 -0.0015 0.0042 0.00
Br 3.07064 -3.51979 5.05560 0.0253 0.1167 0.1158 0.01
Br 5.78634 -5.14386 5.29357 0.0072 0.0052 0.0084 -0.05
H 3.93899 -5.36468 3.66750 -0.0040 0.0063 -0.0034 0.37
C -2.67009 -7.48161 2.06652 -0.1316 0.1266 0.0591 0.16
Br -2.93940 -5.65659 2.62993 -0.0085 -0.0187 0.0024 0.05
Br -1.56076 -7.59132 0.49938 0.0250 0.0508 0.0231 0.03
Br -1.99080 -8.57415 3.49028 0.0122 -0.0075 0.0072 -0.01
H -3.64180 -7.88780 1.79509 0.3239 0.3079 0.1529 -0.27
C -5.36950 -8.66611 -0.67960 -0.0098 0.0104 -0.0637 -0.38
Br -5.72369 -6.89343 -0.02466 0.0124 0.0807 0.0201 0.05
Br -4.23592 -8.64428 -2.22848 -0.0163 -0.0079 0.0016 0.00
Br -4.65273 -9.77612 0.72213 -0.2296 -0.4398 -0.1852 -0.02
H -6.31342 -9.09796 -0.97848 -0.0098 -0.0026 0.0265 0.38
C -4.70490 7.47242 -3.76686 -0.0142 -0.0319 0.0026 -0.31
Br -5.49861 5.77407 -4.16814 -0.1675 0.1273 -0.1106 -0.01
Br -2.88544 7.26098 -3.16313 0.0284 0.0038 0.0140 -0.05
Br -4.81790 8.68952 -5.24953 0.0155 0.0009 -0.0018 -0.02
H -5.26187 7.90748 -2.95001 0.0147 0.0066 0.0092 0.36
C -7.13955 -1.14755 3.29940 0.1073 -0.0212 -0.0294 -0.12
Br -7.54228 -1.20052 1.41861 0.0541 0.0379 0.0962 0.10
Br -8.39014 -0.05729 4.26902 -0.0084 0.0011 -0.0010 -0.02
Br -7.02535 -2.92102 4.03390 -0.1608 -0.0774 -0.0028 -0.03
H -6.16272 -0.69426 3.40894 0.0120 -0.0207 0.0080 0.08
C 11.41983 5.62044 1.87033 -0.0179 0.0232 -0.0055 -0.24
Br 12.81672 6.01393 0.61144 0.0049 -0.0001 -0.0057 0.00
Br 10.89557 3.77093 1.78761 0.0731 -0.0174 0.0280 -0.04
Br 11.90480 6.13634 3.65638 0.0053 -0.0005 0.0074 -0.01
H 10.55816 6.20935 1.58870 -0.0053 -0.0028 0.0023 0.24
C 4.94061 -0.14937 5.81226 0.0106 -0.0645 0.0012 -0.33
Br 3.07988 0.24482 5.52756 -0.0502 -0.0040 -0.0217 0.01
Br 5.83866 -0.52741 4.15581 0.0061 0.0032 -0.0106 0.02
Br 5.81766 1.25020 6.79401 0.0016 0.0061 -0.0018 -0.04
H 4.98792 -1.04633 6.41387 -0.0065 -0.0091 -0.0080 0.32
```
Positions in Å, forces in eV/Å.

***

Results for electronic energy: -1098.1556 -93898.3556 (in Eh, following the order of the records).
Results for lowest unoccupied orbital energy: 0.2 -0.3 (in eV, following the order of the records).